Molecular formula: C3H2NO3
Method: DFT, ωB97M-V with the def2-TZVPD basis set

XYZ file:
```
9
Properties=species:S:1:pos:R:3:lowdin_charge:R:1
O -0.84716 -2.23104 -0.01548 -0.17
C -0.21794 -1.03681 0.03842 -0.48
C -0.91871 0.32522 0.01253 -0.09
O 0.23586 1.24440 -0.10920 -0.07
C 1.36739 0.40222 0.01984 -0.60
O 2.48217 0.93005 -0.04004 0.00
N 1.09099 -0.90644 0.01702 0.15
H -1.68391 0.53787 -0.86171 0.14
H -1.50869 0.73452 0.93862 0.13
```

E_LUMO = 4.07 eV
maximum force = 0.1258 Eh/bohr
energy = -396.06346 hartree
frontier orbital gap = 8.84 eV
relative energy (zero: lowest compared OMol25 entry of this formula, charge and spin) = 0.3336 eV
charge = -1

---

Molecular formula: C60H45F3N2O29
Method: DFT, ωB97M-V with the def2-TZVPD basis set

XYZ file:
```
139
Properties=species:S:1:pos:R:3:lowdin_charge:R:1
N -5.92484 -2.02655 2.49625 0.13
C -5.66720 -1.19991 1.66030 -0.15
C -5.62710 -0.09493 0.47097 -0.21
C -4.25365 0.72421 0.67077 -0.18
C -3.03200 0.22220 -0.26970 -0.17
C -2.06926 1.52510 -0.45739 -0.17
C -1.41863 2.05848 0.89107 -0.04
C -0.50185 3.32302 0.91726 -0.05
C -0.26124 4.05829 -0.46530 -0.06
C -0.88442 3.53045 -1.82093 -0.04
C -1.81337 2.24114 -1.81578 -0.02
C -6.96290 0.85654 0.48762 -0.33
C -6.81743 1.82816 -0.77072 -0.12
N -6.98962 2.45727 -1.79725 0.16
C -6.80808 1.80324 1.81076 -0.09
C -8.15696 2.66029 2.11382 -0.19
O -8.90621 2.48388 3.11154 0.01
C -8.27604 -0.06608 0.50187 -0.12
C -9.41074 0.32103 -0.56768 -0.11
C -10.38891 1.51586 -0.06306 -0.11
F -11.15299 1.26831 1.14436 -0.01
C -10.52075 2.77664 -0.70526 -0.12
F -10.78071 3.91006 0.14958 0.02
F -10.40889 2.89678 -2.11400 0.05
H -5.60074 -0.69050 -0.52320 0.16
H -4.35536 1.86468 0.47047 0.12
H -3.97046 0.63979 1.79478 0.12
H -2.38810 -0.54449 0.31450 0.11
H -3.37421 -0.17756 -1.28383 0.10
H -1.63673 1.52190 1.89238 0.10
H -0.07011 3.69245 1.92536 0.06
H 0.39258 5.00753 -0.40514 0.07
H -0.67623 4.12724 -2.78652 0.07
H -2.31373 1.82094 -2.75326 0.09
H -5.97780 2.60580 1.67462 0.13
H -6.47871 1.17991 2.72263 0.14
H -8.38733 3.49059 1.32986 0.14
H -8.06296 -1.19815 0.35754 0.13
H -8.75012 0.01196 1.56130 0.14
H -10.11203 -0.60463 -0.64318 0.13
H -9.02919 0.49244 -1.63983 0.12
O 1.46511 8.04083 7.04859 0.11
C 1.52770 7.25266 6.12038 -0.31
C 2.80387 6.81516 5.54585 0.08
C 2.83268 5.96292 4.51798 -0.21
O 4.01475 5.55166 3.98073 0.08
C 1.57235 5.42893 3.91623 -0.28
O 1.62355 4.66286 2.96164 0.06
C 0.29814 5.85014 4.50810 0.08
C 0.27243 6.69926 5.53781 -0.22
O -0.90542 7.09546 6.09754 0.10
H 3.70748 7.21128 5.98947 0.14
H 3.77369 4.94263 3.25501 0.10
H -0.60676 5.44377 4.07549 0.14
H -0.65736 7.70743 6.81907 0.12
O 0.83683 -6.39945 -1.41417 0.11
C 0.27145 -5.32194 -1.47452 -0.31
C 0.53718 -4.35589 -2.54661 0.08
C -0.08872 -3.17766 -2.57129 -0.22
O 0.14741 -2.27176 -3.56361 0.09
C -1.07167 -2.79836 -1.51788 -0.29
O -1.61166 -1.70403 -1.56270 0.08
C -1.35651 -3.77188 -0.45890 0.08
C -0.73389 -4.95313 -0.43410 -0.21
O -0.99466 -5.86644 0.54621 0.10
H 1.25455 -4.64215 -3.30413 0.14
H -0.42282 -1.50491 -3.35585 0.11
H -2.08561 -3.49031 0.28962 0.14
H -0.42211 -6.63546 0.34804 0.11
O 1.97212 0.87685 4.32242 0.11
C 3.15748 0.88278 4.61130 -0.31
C 3.79447 -0.21832 5.34125 0.08
C 5.09192 -0.16730 5.65396 -0.21
O 5.69673 -1.18458 6.32957 0.07
C 5.93487 1.00340 5.27867 -0.31
O 7.11231 1.02590 5.59580 0.12
C 5.30286 2.09396 4.52740 0.09
C 4.00719 2.04060 4.21234 -0.19
O 3.40594 3.04702 3.51139 0.04
H 3.17079 -1.06057 5.60936 0.14
H 6.62955 -0.91021 6.43492 0.08
H 5.92983 2.92978 4.24562 0.14
H 2.47179 2.77385 3.41206 0.11
O 0.77921 5.95877 -2.53226 0.07
C 1.53422 6.03851 -3.48751 -0.30
C 1.04651 6.15287 -4.86604 0.08
C 1.90310 6.22096 -5.88705 -0.22
O 1.46229 6.32973 -7.17318 0.09
C 3.37664 6.18050 -5.66832 -0.31
O 4.13004 6.22644 -6.62640 0.11
C 3.86520 6.09040 -4.28810 0.08
C 3.00863 6.02566 -3.26648 -0.21
O 3.44922 5.94393 -1.97812 0.10
H -0.02533 6.17886 -5.01146 0.14
H 2.27036 6.35962 -7.72353 0.12
H 4.93719 6.07973 -4.14184 0.14
H 2.64125 5.90738 -1.42899 0.11
O -0.39164 2.56062 -6.22034 0.10
C -0.17444 2.31973 -7.39677 -0.31
C -0.35312 3.32421 -8.45060 0.08
C -0.12137 3.01839 -9.72892 -0.22
O -0.28115 3.94402 -10.71786 0.09
C 0.32132 1.65363 -10.13221 -0.31
O 0.50633 1.40338 -11.31144 0.11
C 0.52337 0.65546 -9.07602 0.08
C 0.29490 0.96270 -7.79736 -0.22
O 0.48112 0.04544 -6.80491 0.09
H -0.67690 4.31011 -8.14448 0.13
H -0.05432 3.47914 -11.54788 0.12
H 0.86200 -0.32607 -9.38036 0.14
H 0.24847 0.50900 -5.97601 0.11
O -1.05638 -9.15686 -0.66292 0.10
C -1.00412 -9.93764 -1.59857 -0.31
C 0.26648 -10.37718 -2.18489 0.08
C 0.28241 -11.22025 -3.21962 -0.22
O 1.45672 -11.63892 -3.77261 0.09
C -0.98023 -11.74066 -3.81640 -0.31
O -0.92900 -12.49526 -4.77320 0.11
C -2.25036 -11.31995 -3.21480 0.08
C -2.26619 -10.47968 -2.17800 -0.22
O -3.43973 -10.08210 -1.60719 0.09
H 1.17537 -9.99018 -1.74378 0.14
H 1.20125 -12.23859 -4.50168 0.12
H -3.15892 -11.71887 -3.64615 0.14
H -3.18440 -9.47769 -0.88209 0.12
O 10.25350 -7.27389 6.98759 0.11
C 9.69482 -6.19213 6.92367 -0.31
C 9.96259 -5.23142 5.84762 0.08
C 9.34288 -4.04969 5.82119 -0.21
O 9.58098 -3.14856 4.82490 0.10
C 8.36516 -3.66232 6.87737 -0.29
O 7.83046 -2.56640 6.83225 0.10
C 8.07924 -4.63162 7.93976 0.08
C 8.69633 -5.81503 7.96456 -0.22
O 8.43824 -6.72673 8.94495 0.10
H 10.67587 -5.52414 5.08878 0.14
H 9.01602 -2.37758 5.03091 0.12
H 7.35436 -4.34472 8.69007 0.14
H 9.00822 -7.49504 8.74184 0.12
```

E_LUMO = -1.85 eV
maximum force = 0.1319 Eh/bohr
energy = -4903.99070 hartree
frontier orbital gap = 6.65 eV

---

Molecular formula: C2H6N2
Method: DFT, ωB97M-V with the def2-TZVPD basis set

XYZ file:
```
10
Properties=species:S:1:pos:R:3:lowdin_charge:R:1
H -1.07165 2.11794 1.71468 0.03
N -1.22644 1.24638 1.22238 0.05
C -0.19709 0.69669 0.72268 -0.35
N -0.39668 -0.48922 0.02298 -0.08
C 0.67613 -0.87115 -0.95838 -0.08
H 0.86696 0.92661 0.81460 0.11
H -1.36538 -0.58993 -0.21256 0.11
H 1.59802 -0.43475 -0.58903 0.07
H 0.78886 -1.93783 -0.77265 0.07
H 0.32727 -0.66474 -1.96469 0.07
```

E_LUMO = 1.13 eV
maximum force = 0.0560 Eh/bohr
energy = -189.28893 hartree
frontier orbital gap = 9.94 eV
relative energy (zero: lowest compared OMol25 entry of this formula, charge and spin) = 1.1056 eV

---

Molecular formula: C22H15ClN7ORh
Method: DFT, ωB97M-V with the def2-TZVPD basis set

XYZ file:
```
47
Properties=species:S:1:pos:R:3:lowdin_charge:R:1
Rh -1.24809 -0.57541 -1.01387 1.30
Cl -0.58089 -6.66632 2.92592 0.74
C -0.97749 -5.32506 1.91961 -0.65
C -2.06942 -5.42423 1.03311 -0.02
C -2.43203 -4.38052 0.21356 0.03
C -1.70452 -3.18731 0.26482 -0.29
O -2.11899 -2.18435 -0.48883 -0.16
C -0.59780 -3.08096 1.12945 -0.13
C 0.18200 -1.92470 1.19474 0.00
N 0.11240 -0.82571 0.48173 0.02
C 1.02345 0.23520 0.81230 -0.17
C 1.96284 0.35243 1.78154 0.06
C 2.77932 1.54147 1.80893 0.03
C 2.64526 2.58395 0.93615 0.04
C 1.62374 2.54793 -0.05792 -0.16
C 1.41550 3.54798 -0.99500 0.04
C 0.45042 3.64617 -2.06471 -0.01
C -0.45908 2.71997 -2.47426 -0.05
N -0.54382 1.50425 -1.77825 0.05
C 0.82189 1.32996 -0.07780 -0.13
C -0.24692 -4.17585 1.97092 -0.03
H -2.63110 -6.34867 0.99912 0.13
H -3.27668 -4.46120 -0.45503 0.14
H 0.96244 -1.93758 1.94932 0.14
H 2.14129 -0.40171 2.53591 0.13
H 3.54255 1.59475 2.57375 0.13
H 3.30415 3.43967 1.00335 0.14
H 2.08210 4.40062 -0.91721 0.14
H 0.49491 4.56628 -2.63520 0.13
H -1.10291 2.88885 -3.32808 0.13
H 0.59758 -4.09162 2.64201 0.13
N 2.46790 0.23957 -3.12151 0.09
C 1.72385 -0.87330 -2.95046 -0.08
N 0.80043 -0.62615 -2.06611 0.06
C 0.96290 0.73475 -1.71353 -0.34
N 2.03989 1.22301 -2.35887 0.16
C -0.74068 1.75329 -0.15737 -0.30
C -1.11293 3.06473 0.43132 -0.04
N -2.14365 3.27399 1.17332 0.12
C -3.00991 2.26460 1.47251 -0.09
C -2.81264 1.03465 0.94464 -0.06
N -1.72153 0.83848 0.16363 -0.07
H 3.28794 0.36426 -3.70084 0.19
H 1.90922 -1.80238 -3.46492 0.15
H -0.47954 3.92402 0.27223 0.12
H -3.85297 2.49000 2.10757 0.12
H -3.47040 0.18818 1.07832 0.13
```

E_LUMO (spin up / spin down) = -8.83 / -8.84 eV
maximum force = 0.0268 Eh/bohr
energy = -1875.77499 hartree
frontier orbital gap (spin up / spin down) = 5.12 / 5.12 eV
relative energy (zero: lowest compared OMol25 entry of this formula, charge and spin) = 9.2995 eV
charge = +2

---

The highest energy belongs to which entry? C2H6N2

---

Number 3 is which compound? C2H6N2